[1]
Entry from OMol25: a 8-piece molecular cluster, C47H68BFN11O3 overall in a non-equilibrium geometry (ωB97M-V with the def2-TZVPD basis set).

- net charge = +1
- gap between HOMO and LUMO (eV) = 6.19
- HOMO level (eV) = -9.0

Each line ends with the Mulliken charge.
Positions of all 131 atoms, in Å:
C  3.821  5.131  4.527  -1.0931
C  3.296  3.722  4.835  -0.1617
O  1.882  3.683  4.573  -0.5171
B  1.216  2.504  4.735  0.8235
O  1.682  1.484  5.544  -0.5359
C  -0.146  2.252  3.907  0.5116
C  -1.247  1.777  4.921  0.5473
C  -1.301  2.552  6.230  -1.6198
F  -1.095  0.438  5.174  -0.3645
C  -0.642  3.564  3.324  -1.9000
N  -1.419  3.246  2.078  0.0886
C  -0.432  2.786  1.036  -1.8457
C  0.310  1.529  1.539  2.3360
C  -0.072  0.338  0.598  -1.9058
C  -1.382  -0.352  0.990  -0.2290
C  -1.344  -1.854  1.237  -0.3153
O  -2.376  -2.393  1.534  -0.6140
N  -0.102  -2.550  1.083  0.2169
C  0.452  -3.123  2.281  0.4056
C  1.726  -3.678  2.171  -0.1884
C  2.350  -4.275  3.249  -0.7214
C  1.699  -4.317  4.478  -0.4917
C  0.451  -3.741  4.605  -0.8723
C  -0.176  -3.149  3.516  -0.3382
C  1.847  1.779  1.333  -1.9556
N  2.648  1.013  2.281  -0.0533
C  3.196  -0.254  1.761  -1.2247
N  -0.040  1.199  2.901  0.4138
H  4.280  5.571  5.411  0.3111
H  4.554  5.143  3.724  0.3240
H  2.978  5.762  4.249  0.2221
H  3.819  2.991  4.217  0.1827
H  3.511  3.465  5.871  0.3266
H  1.663  1.699  6.482  0.2954
H  -2.216  1.911  4.411  0.2803
H  -0.610  2.152  6.970  0.3813
H  -2.300  2.436  6.654  0.4214
H  -1.147  3.623  6.097  0.3640
H  -1.323  4.088  3.994  0.4083
H  0.145  4.266  3.054  0.3394
H  -2.123  2.526  2.252  0.0839
H  -1.884  4.082  1.724  0.5016
H  -0.985  2.629  0.112  0.4209
H  0.240  3.628  0.874  0.5879
H  0.779  -0.339  0.579  0.8111
H  -0.169  0.723  -0.417  0.4556
H  -1.864  0.112  1.851  -0.1090
H  -2.087  -0.257  0.158  0.4628
H  -0.241  -3.274  0.383  0.3801
H  2.229  -3.637  1.210  0.3828
H  3.329  -4.711  3.105  0.4145
H  2.193  -4.806  5.307  0.4023
H  -0.049  -3.781  5.564  0.4143
H  -1.157  -2.714  3.652  0.5094
H  2.078  1.503  0.294  0.2690
H  2.100  2.839  1.427  0.6623
H  3.437  1.595  2.526  0.2846
H  4.119  -0.475  2.293  0.4211
H  2.516  -1.072  2.013  0.3908
H  3.351  -0.245  0.679  0.3126
H  0.532  0.436  3.244  0.5313
N  0.124  -0.052  -4.818  -0.0105
C  -0.633  -0.551  -3.790  -1.2097
C  0.203  -0.773  -2.730  0.5654
C  1.514  -0.388  -3.130  -0.6504
C  1.431  0.054  -4.422  -0.6926
H  -0.227  0.200  -5.725  0.1795
H  -1.692  -0.710  -3.905  0.3915
H  -0.088  -1.174  -1.773  0.5672
H  2.413  -0.437  -2.539  0.4916
H  2.186  0.428  -5.093  0.4073
N  -1.744  7.333  2.114  0.0736
C  -1.431  7.268  3.451  -0.5156
C  -2.372  7.986  4.137  -0.6459
C  -3.292  8.500  3.182  -0.4135
C  -2.879  8.084  1.947  -0.5578
H  -1.216  6.915  1.370  0.2248
H  -0.566  6.728  3.798  0.6142
H  -2.399  8.131  5.203  0.4379
H  -4.155  9.112  3.382  0.4096
H  -3.289  8.261  0.967  0.4103
N  -0.203  -3.117  -6.194  0.1675
C  0.405  -4.333  -6.035  -0.6465
C  -0.268  -5.244  -6.805  -0.4349
C  -1.322  -4.549  -7.458  -0.9331
C  -1.254  -3.239  -7.063  -0.3520
H  0.078  -2.266  -5.741  0.2357
H  1.259  -4.446  -5.390  0.4191
H  -0.032  -6.292  -6.892  0.5878
H  -2.046  -4.967  -8.137  0.5925
H  -1.862  -2.389  -7.324  0.3820
N  -6.322  0.717  3.371  -0.0015
C  -6.537  -0.329  4.224  -0.4217
C  -5.541  -1.247  4.027  -1.0522
C  -4.684  -0.739  3.014  0.4975
C  -5.192  0.477  2.631  -0.9990
H  -6.905  1.529  3.294  0.1779
H  -7.380  -0.332  4.893  0.4197
H  -5.438  -2.184  4.549  0.4075
H  -3.800  -1.214  2.613  0.5820
H  -4.857  1.185  1.891  0.4337
N  -0.915  -5.689  -10.589  -0.0116
C  -0.312  -6.903  -10.413  -0.4949
C  -0.979  -7.819  -11.184  -0.4553
C  -2.025  -7.128  -11.853  -0.3844
C  -1.958  -5.816  -11.466  -0.5245
H  -0.637  -4.837  -10.138  0.2890
H  0.535  -7.011  -9.758  0.4130
H  -0.743  -8.867  -11.260  0.4072
H  -2.742  -7.546  -12.539  0.4009
H  -2.560  -4.966  -11.739  0.3694
N  0.906  -10.024  -3.690  0.0250
C  0.835  -8.681  -3.435  -0.7024
C  0.054  -8.112  -4.405  -0.1489
C  -0.365  -9.154  -5.277  -0.4896
C  0.177  -10.320  -4.808  -0.5210
H  1.416  -10.690  -3.140  0.1894
H  1.344  -8.249  -2.591  0.3770
H  -0.194  -7.066  -4.483  0.4513
H  -0.993  -9.056  -6.148  0.4481
H  0.105  -11.330  -5.173  0.3784
N  4.798  9.092  0.972  0.0262
C  5.592  8.054  0.572  -0.4752
C  4.825  6.919  0.561  -0.6549
C  3.515  7.293  0.970  0.0796
C  3.531  8.641  1.215  -0.8169
H  5.100  10.044  1.072  0.1933
H  6.628  8.209  0.329  0.3902
H  5.165  5.934  0.288  0.3872
H  2.659  6.646  1.071  0.4924
H  2.755  9.313  1.539  0.3810

=====

[2]
Entry from OMol25: a 2-piece molecular cluster, C4H6OS overall in a non-equilibrium geometry (ωB97M-V with the def2-TZVPD basis set).

- net charge = 0
- gap between HOMO and LUMO (eV) = 8.21
- HOMO level (eV) = -8.2

Each line ends with the Mulliken charge.
Positions of all 12 atoms, in Å:
C  -1.777  -0.528  -0.046  0.2445
C  -1.688  -1.832  -0.066  -0.4988
C  0.962  0.340  -0.610  -0.9694
C  1.543  0.789  0.528  0.2897
O  1.834  2.011  0.833  -0.4929
S  -2.042  0.943  0.282  -0.3241
H  -1.834  -2.255  0.938  0.2312
H  -1.621  -2.333  -0.977  0.3482
H  0.535  -0.705  -0.766  0.2905
H  0.752  0.951  -1.453  0.2776
H  1.801  -0.086  1.153  0.2717
H  1.536  2.705  0.185  0.3319

=====

[3]
Entry from OMol25: C19H36Br2N2NaO3S as an isolated structure in a non-equilibrium geometry (ωB97M-V with the def2-TZVPD basis set).

- net charge = +1
- gap between HOMO and LUMO (eV) = 6.06
- HOMO level (eV) = -10.9

Each line ends with the Mulliken charge.
Positions of all 64 atoms, in Å:
C  6.447  0.815  0.027  -0.5277
O  5.690  0.854  -1.265  -0.3562
C  4.694  1.934  -1.234  -0.3273
C  3.324  1.603  -2.130  -0.3239
C  2.165  2.630  -1.507  -0.8436
C  0.720  1.912  -1.236  -0.2967
C  0.511  1.235  0.237  0.1767
C  1.229  1.827  1.564  -1.1122
N  0.590  3.029  2.219  -0.4042
C  1.227  -0.232  0.055  -0.3948
S  2.998  -0.519  0.615  -0.1398
N  0.465  -1.024  1.139  -0.3365
C  -0.822  -0.316  1.612  0.0995
O  -1.461  -0.467  2.766  -0.5911
C  -1.071  0.676  0.307  1.0226
O  -1.279  -0.371  -0.740  0.0112
C  -2.597  -0.961  -0.727  0.1673
C  -2.813  -2.535  -0.883  -0.3798
C  -3.748  -3.042  0.413  -1.3231
C  -1.590  -3.572  -0.988  0.6022
C  -1.205  -4.207  0.514  -1.6619
C  -0.284  -3.145  -1.873  -0.7742
C  -2.083  1.945  0.406  -0.6381
Br  -2.990  2.454  -1.351  -0.1111
C  -3.272  1.859  1.524  -0.0295
C  -4.674  2.623  1.109  -1.1789
Br  -2.647  2.797  3.225  -0.1158
H  5.749  0.764  0.968  0.1802
H  7.094  -0.188  0.040  0.2223
H  7.200  1.702  0.150  0.2660
H  5.094  2.992  -1.541  0.3023
H  4.294  2.046  -0.115  0.0943
H  3.608  1.906  -3.249  0.3842
H  3.011  0.477  -2.096  0.1351
H  1.974  3.411  -2.392  0.3646
H  2.571  3.288  -0.616  0.3850
H  0.541  1.063  -2.054  0.0619
H  -0.088  2.785  -1.348  0.3064
H  2.319  2.198  1.244  0.0517
H  1.432  1.054  2.439  0.4082
H  0.614  2.898  3.264  0.3009
H  1.184  3.898  2.068  0.2576
H  1.272  -0.719  -1.034  0.2611
H  3.031  -1.340  1.753  0.2027
H  0.334  -1.911  0.611  -0.0185
H  -3.192  -0.445  -1.629  0.2593
H  -3.211  -0.602  0.234  -0.2350
H  -3.522  -2.736  -1.824  0.3039
H  -3.330  -2.659  1.444  0.3349
H  -3.990  -4.186  0.378  0.2848
H  -4.784  -2.469  0.261  0.3791
H  -2.027  -4.530  -1.558  0.4653
H  -1.132  -3.376  1.335  0.2304
H  -0.115  -4.667  0.409  0.4433
H  -1.907  -5.111  0.795  0.5721
H  -0.600  -2.178  -2.496  0.1377
H  -0.051  -3.968  -2.706  0.3527
H  0.699  -2.980  -1.261  0.1393
H  -1.487  2.950  0.656  0.6462
H  -3.568  0.783  1.872  0.3132
H  -5.344  2.002  0.347  0.2902
H  -5.322  2.662  2.111  0.3975
H  -4.533  3.748  0.789  0.3462
Na  -1.344  -6.364  -1.048  0.9598

=====

[4]
Entry from OMol25: a 10-piece molecular cluster, C17H54O16 overall in a non-equilibrium geometry (ωB97M-V with the def2-TZVPD basis set).

- net charge = 0
- gap between HOMO and LUMO (eV) = 9.98
- HOMO level (eV) = -9.8

Each line ends with the Mulliken charge.
Positions of all 87 atoms, in Å:
C  -16.217  18.286  13.177  0.3479
O  -16.682  19.546  12.784  -0.5206
H  -15.218  18.072  12.795  0.0316
H  -16.183  18.206  14.263  -0.2730
H  -16.844  17.548  12.675  0.0838
H  -16.770  19.419  11.837  0.0038
C  -16.410  19.445  17.352  -0.2185
O  -17.005  18.832  18.579  -0.5460
H  -16.446  18.819  16.461  -0.1211
H  -16.664  20.481  17.129  0.3568
H  -15.336  19.581  17.480  0.2677
H  -17.918  18.622  18.368  0.3046
C  -18.095  21.671  9.155  -0.7634
O  -17.044  20.773  9.317  -0.4521
H  -19.017  21.206  9.504  0.2281
H  -18.039  22.584  9.748  0.2876
H  -18.273  21.634  8.080  0.4282
H  -16.366  21.230  8.814  0.2446
C  -14.450  15.971  15.385  0.4455
C  -12.962  16.136  15.892  -0.5730
O  -12.110  15.018  15.546  -0.5401
O  -15.069  15.094  16.245  -0.4506
H  -14.386  15.746  14.320  0.2909
H  -14.911  16.945  15.551  -0.3622
H  -12.864  16.153  16.978  0.3622
H  -12.593  17.020  15.372  0.2380
H  -12.124  15.055  14.587  0.3262
H  -14.617  14.266  16.067  0.3116
C  -18.711  13.490  11.416  -0.5503
C  -18.036  14.638  12.090  0.2085
O  -16.916  14.028  12.775  -0.5246
O  -19.056  12.333  12.128  -0.5396
H  -18.052  13.133  10.624  0.3670
H  -19.603  13.794  10.868  0.3540
H  -18.586  15.155  12.877  0.0364
H  -17.856  15.375  11.308  -0.0175
H  -17.343  13.453  13.415  0.3100
H  -19.305  11.643  11.508  0.3244
C  -12.530  20.344  13.186  0.5468
C  -12.661  20.256  14.680  -0.0572
O  -13.213  21.408  15.389  -0.6514
O  -11.973  21.666  13.056  -0.6301
H  -13.500  20.162  12.724  -0.1889
H  -11.780  19.630  12.846  0.0055
H  -11.737  19.980  15.188  0.4460
H  -13.380  19.442  14.758  -0.1772
H  -14.094  21.640  15.087  0.3019
H  -12.287  22.211  13.781  0.3849
C  -18.419  14.833  17.410  -0.4806
C  -18.484  16.146  16.658  0.6032
O  -19.532  16.392  15.767  -0.5943
O  -19.502  14.672  18.221  -0.5148
H  -17.446  14.696  17.882  0.2846
H  -18.309  14.077  16.633  0.2661
H  -17.598  16.393  16.073  -0.0251
H  -18.690  16.858  17.458  -0.1999
H  -19.596  15.600  15.228  0.2996
H  -19.497  15.407  18.838  0.3365
C  -11.694  17.931  10.121  -0.2437
C  -13.102  17.360  10.307  -0.3654
O  -13.985  18.458  10.491  -0.3216
O  -11.715  18.807  8.995  -0.5417
H  -10.945  17.151  9.988  0.3571
H  -11.410  18.455  11.034  0.0022
H  -13.153  16.654  11.135  0.1983
H  -13.385  16.739  9.457  0.2854
H  -13.692  19.154  9.898  0.3375
H  -11.964  18.289  8.226  0.3477
C  -19.145  17.674  9.287  -0.0711
C  -18.358  17.397  8.071  -0.6222
O  -18.276  18.552  7.256  -0.4928
O  -18.519  18.496  10.251  -0.3448
H  -19.232  16.758  9.872  -0.0534
H  -20.144  18.078  9.118  0.3259
H  -18.840  16.668  7.420  0.4329
H  -17.406  16.896  8.244  0.2441
H  -19.154  18.589  6.869  0.3340
H  -18.077  19.143  9.696  0.2510
C  -15.296  22.437  11.835  -0.4254
C  -15.914  22.723  13.190  -0.4386
O  -16.015  21.661  14.053  -0.5066
H  -15.659  23.153  11.097  0.4194
H  -15.571  21.467  11.422  -0.2596
H  -14.207  22.469  11.889  0.2198
H  -16.891  23.170  13.004  0.3461
H  -15.260  23.484  13.615  0.3233
H  -16.276  20.928  13.491  0.5998

=====

[5]
Entry from OMol25: a 2-piece molecular cluster, C4H10N2 overall in a non-equilibrium geometry (ωB97M-V with the def2-TZVPD basis set).

- net charge = 0
- gap between HOMO and LUMO (eV) = 10.41
- HOMO level (eV) = -9.5

Each line ends with the Mulliken charge.
Positions of all 16 atoms, in Å:
C  -1.484  -0.416  -0.285  -0.9315
C  -2.196  -1.672  -0.719  0.0590
C  -1.743  -2.353  -1.780  -0.7281
H  -1.066  0.014  -1.197  0.3133
H  -2.213  0.359  -0.028  0.3276
H  -0.783  -0.675  0.501  0.2018
H  -2.911  -2.170  -0.074  0.2979
H  -2.115  -3.307  -2.122  0.2628
H  -0.943  -1.894  -2.349  0.2005
N  2.114  2.737  0.762  -0.4668
C  2.105  1.425  1.168  0.1919
N  2.511  1.017  2.304  -0.6876
H  2.776  3.345  1.221  0.2673
H  2.061  2.816  -0.241  0.2336
H  1.649  0.733  0.459  0.2021
H  2.237  0.043  2.379  0.2562

=====

[6]
Entry from OMol25: one molecule with the formula Cl2H3P3 in a non-equilibrium geometry (ωB97M-V with the def2-TZVPD basis set).

- net charge = 0
- gap between HOMO and LUMO (eV) = 8.82
- HOMO level (eV) = -8.7

Each line ends with the Mulliken charge.
Positions of all 8 atoms, in Å:
P  -1.348  -1.030  -0.581  -0.0864
P  0.409  -0.489  0.596  -0.0614
P  0.908  1.204  -0.723  0.2765
Cl  2.631  1.765  0.026  -0.1655
Cl  -0.287  2.635  0.339  -0.2198
H  -1.553  -2.299  -0.240  0.0626
H  -2.332  -0.472  0.233  0.0869
H  1.572  -1.315  0.349  0.1070

=====

Question: The highest HOMO level belongs to which entry?
Answer: C4H6OS